DFT (ωB97M-V/def2-TZVPD) results for a molecular structure, C13H23N4O2Re at a distorted geometry.

For the HOMO energy (alpha / beta), the calculation gives -18.1 / -18.1 eV. The calculation puts the total energy at -26011.784 eV. The largest force on an atom comes out at 1.29 eV/A. As for the gap between HOMO and LUMO (alpha / beta): 6.5 / 6.3 eV. As for the energy above the lowest of the compared OMol25 structures with the same formula, charge and spin: 217.9 kJ/mol. The expectation value of S² is 0.7568. Its LUMO energy (alpha / beta) is -11.63 / -11.75 eV.

Structure (ORCA input):
```
! wB97M-V def2-TZVPD RIJCOSX def2/J DEFGRID3
* xyz 3 2
Re -0.46 -0.15 0.17
N -1.85 1.51 0.20
C -3.04 1.31 1.11
C -2.70 0.24 2.14
N -2.08 -0.95 1.46
C -3.10 -1.65 0.59
C -2.37 -2.44 -0.47
N -1.43 -1.48 -1.17
C -1.54 -1.92 2.47
C -0.04 -1.74 2.61
N 0.50 -1.74 1.21
H -1.32 2.31 0.56
H -2.18 1.83 -0.71
H -3.89 1.04 0.49
H -3.28 2.25 1.60
H -3.58 -0.07 2.70
H -1.96 0.61 2.86
H -3.75 -0.92 0.13
H -3.72 -2.30 1.21
H -3.05 -2.88 -1.20
H -1.76 -3.24 -0.06
H -1.96 -0.98 -1.89
H -0.75 -2.03 -1.70
H -1.75 -2.93 2.12
H -2.06 -1.80 3.42
H 0.42 -2.54 3.19
H 0.24 -0.79 3.07
H 0.49 -2.69 0.84
H 1.49 -1.45 1.22
O 3.02 -0.36 0.31
C 2.72 0.42 -0.49
O 1.02 0.49 -0.45
C 3.24 1.30 -1.46
C 2.46 2.14 -2.27
C 3.10 2.97 -3.17
C 4.49 2.97 -3.25
C 5.27 2.14 -2.45
C 4.65 1.30 -1.54
H 1.39 2.15 -2.20
H 2.53 3.63 -3.81
H 4.99 3.63 -3.95
H 6.35 2.15 -2.54
H 5.23 0.66 -0.89
*
```

DFT (ωB97M-V/def2-TZVPD) results for C13H23NO3 in the gas phase at a distorted geometry.

For the HOMO energy, the calculation gives -7.8 eV. The calculation puts the total energy at -21484.123 eV. The largest force on an atom comes out at 2.98 eV/A. As for the gap between HOMO and LUMO: 8.5 eV. As for the energy above the lowest of the compared OMol25 structures with the same formula, charge and spin: 384.9 kJ/mol. The SMILES is CCOC(=O)[C@@]1(CN(C)C)CCCCCC1=O. Its LUMO energy is 0.69 eV.

Structure (ORCA input):
```
! wB97M-V def2-TZVPD RIJCOSX def2/J DEFGRID3
* xyz 0 1
C 3.82 -1.89 0.90
C 3.25 -0.50 0.73
O 1.85 -0.58 0.44
C 0.98 0.41 0.95
O 1.28 1.34 1.68
C -0.39 0.04 0.37
C 0.32 0.43 -1.29
N 0.72 1.76 -1.43
C 2.16 2.05 -1.55
C -0.13 2.76 -2.07
C -0.56 -1.40 0.88
C -1.94 -2.12 1.00
C -2.97 -1.82 -0.05
C -3.64 -0.47 0.16
C -2.90 0.50 1.08
C -1.49 1.03 0.66
O -1.29 2.24 0.55
H 4.90 -1.81 0.93
H 3.53 -2.35 1.84
H 3.60 -2.61 0.11
H 3.40 0.07 1.66
H 3.77 -0.03 -0.14
H -0.68 0.17 -1.67
H 1.13 -0.26 -1.60
H 2.25 3.15 -1.69
H 2.71 1.72 -0.63
H 2.58 1.54 -2.46
H 0.40 3.72 -1.97
H -0.24 2.53 -3.15
H -1.13 2.79 -1.57
H 0.10 -2.07 0.30
H -0.18 -1.46 1.94
H -2.34 -1.99 2.02
H -1.73 -3.20 0.95
H -3.73 -2.59 0.01
H -2.54 -1.89 -1.06
H -4.62 -0.67 0.63
H -3.87 0.02 -0.80
H -2.82 0.08 2.11
H -3.55 1.39 1.21
*
```

DFT (ωB97M-V/def2-TZVPD) results for 3 unconnected molecules or ions with the total composition C13H24BCl4F3NO5 at a distorted geometry.

For the HOMO energy, the calculation gives -4.1 eV. The calculation puts the total energy at -84514.701 eV. The largest force on an atom comes out at 6.29 eV/A. As for the gap between HOMO and LUMO: 6.4 eV. Its LUMO energy is 2.28 eV.

Structure (ORCA input):
```
! wB97M-V def2-TZVPD RIJCOSX def2/J DEFGRID3
* xyz -1 1
C 5.54 1.88 1.29
C 5.00 2.16 -0.27
C 4.82 3.78 -0.65
N 4.73 1.16 -1.17
B 3.54 0.33 -0.69
O 2.67 1.41 -0.11
O 2.72 -0.37 -1.72
C 2.02 -1.46 -1.02
O 0.57 -1.56 -1.00
C -0.15 -0.30 -1.03
C -0.58 0.30 0.46
C -1.41 1.75 0.33
O -1.55 -0.66 1.02
C 2.90 -1.85 0.35
C 2.18 -1.81 1.81
F 0.80 -2.34 1.87
F 3.00 -2.71 2.71
F 2.33 -0.44 2.43
O 3.89 -0.75 0.30
H 5.73 0.74 1.48
H 4.69 2.26 2.02
H 6.55 2.46 1.46
H 4.51 4.32 0.34
H 5.82 4.24 -1.09
H 3.93 3.86 -1.41
H 2.21 1.79 -0.93
H 2.32 -2.39 -1.71
H 0.32 0.58 -1.64
H -1.20 -0.52 -1.56
H 0.34 0.53 1.16
H -0.72 2.58 0.82
H -1.62 2.04 -0.79
H -2.41 1.75 0.94
H -1.56 -0.60 2.02
H 3.34 -2.94 0.14
Cl -4.42 1.06 3.12
C -5.94 0.42 2.46
C -6.01 0.54 0.95
Cl -6.15 2.23 0.41
H -6.77 0.95 2.95
H -6.00 -0.64 2.75
H -6.89 0.02 0.57
H -5.13 0.10 0.47
Cl -4.70 -2.70 -4.19
C -3.25 -3.03 -3.21
C -3.56 -3.12 -1.73
Cl -4.03 -1.54 -1.05
H -2.51 -2.25 -3.42
H -2.84 -3.98 -3.56
H -2.68 -3.45 -1.18
H -4.38 -3.83 -1.53
*
```